Record 1
Molecular formula: C3H6NO2S
Method: DFT, ωB97M-V/def2-TZVPD

Its HOMO energy (spin up / spin down) is -2.28 / -2.27 eV. Its charge is -1. The calculation puts the LUMO energy (spin up / spin down) at 3.81 / 3.81 eV. Its orbital gap (spin up / spin down) is 0.224 / 0.224 hartree.

Element x y z (Å)
C 0.986 0.845 -0.510
C -0.294 1.246 0.251
C -0.825 -1.651 0.497
N 1.635 -0.229 0.284
O 2.519 -0.883 -0.330
O -2.244 -0.155 -1.065
S -1.689 -0.178 0.325
H 0.696 0.409 -1.555
H 1.535 1.764 -0.620
H 0.095 1.294 1.252
H -0.649 2.170 0.044
H -0.838 -2.453 -0.132
H -0.928 -2.181 1.558

Atoms 1-2, force components in eV/Å:
C -2.970 -1.783 -1.916
C 1.593 -4.170 0.660

Löwdin atomic charge list, values in e, 6 entries: number 1, C, carries -0.28; number 2, C, carries -0.33; number 3, C, carries -0.41; number 4, N, carries -0.09; number 5, O, carries -0.13; number 6, O, carries -0.65

Record 2
Molecular formula: C14H18Br30F9GaNS
Method: DFT, ωB97M-V/def2-TZVPD

Its HOMO energy is -4.90 eV. Its charge is -1. The calculation puts the LUMO energy at 0.75 eV. Its orbital gap is 0.207 hartree.

Element x y z (Å)
N 3.990 3.478 2.023
Ga 3.711 4.765 0.587
C 1.640 5.079 0.482
C 0.857 3.936 -0.327
C -0.748 4.211 -0.339
F -1.209 3.639 -1.562
F -0.874 5.604 -0.299
C -1.372 3.445 0.917
F -1.475 2.060 0.554
F -0.579 3.485 2.051
S -3.108 3.975 1.411
F -2.613 5.453 1.954
F -2.855 3.374 2.962
F -3.735 2.474 0.957
F -3.498 4.526 -0.095
F -4.644 4.370 1.902
H 4.931 3.648 2.411
H 3.311 3.678 2.778
H 4.334 6.192 0.993
H 4.214 4.259 -0.850
H 1.305 5.158 1.578
H 1.528 6.114 0.028
H 1.183 4.014 -1.418
H 1.108 2.896 0.018
C -5.558 1.179 -0.216
Br -7.130 0.675 0.801
Br -4.786 -0.337 -1.144
Br -5.922 2.652 -1.422
H -4.815 1.528 0.498
C 2.007 -0.445 -0.126
Br 1.831 -2.380 -0.076
Br 0.330 0.434 0.290
Br 3.442 0.193 0.997
H 2.261 -0.177 -1.150
C 1.436 -5.256 2.436
Br 0.259 -6.362 3.507
Br 3.130 -4.932 3.319
Br 1.681 -5.983 0.656
H 0.947 -4.291 2.323
C 8.676 3.270 2.298
Br 7.250 2.434 3.310
Br 9.798 1.957 1.416
Br 7.998 4.591 1.054
H 9.305 3.798 3.011
C -2.550 -8.799 2.573
Br -3.281 -10.149 3.757
Br -1.605 -9.589 1.075
Br -3.906 -7.542 1.986
H -1.820 -8.232 3.149
C 4.532 0.524 -3.860
Br 4.296 -1.401 -3.858
Br 2.885 1.451 -3.425
Br 5.990 1.071 -2.708
H 4.801 0.811 -4.873
C -7.338 -10.293 1.246
Br -7.331 -11.649 2.631
Br -7.677 -8.528 1.971
Br -5.715 -10.324 0.190
H -8.159 -10.530 0.573
C 0.819 -3.629 -4.127
Br 2.598 -4.338 -3.802
Br 0.764 -1.698 -3.994
Br 0.096 -4.250 -5.815
H 0.177 -4.021 -3.342
C 2.152 8.470 -2.854
Br 1.182 7.188 -1.769
Br 3.751 9.101 -1.960
Br 2.542 7.771 -4.621
H 1.502 9.331 -2.989
C -5.300 -4.513 -1.143
Br -6.520 -5.576 -0.073
Br -3.595 -4.268 -0.254
Br -5.084 -5.243 -2.926
H -5.748 -3.528 -1.255

Atoms 1-2, force components in eV/Å:
N 0.145 0.124 0.453
Ga -0.645 0.134 -0.055

Löwdin atomic charge list, values in e, 6 entries: number 1, N, carries -0.20; number 2, Ga, carries 0.18; number 3, C, carries -0.37; number 4, C, carries -0.18; number 5, C, carries -0.35; number 6, F, carries 0.04

Record 3
Molecular formula: C5H9NO
Method: DFT, ωB97M-V/def2-TZVPD

Its HOMO energy is -10.08 eV. The calculation puts the LUMO energy at 0.70 eV. Its orbital gap is 0.396 hartree.

Element x y z (Å)
C 2.312 -0.819 0.182
C -0.280 0.003 0.531
C -0.042 0.052 -0.896
O -0.076 -0.931 -1.612
C -1.882 0.303 -0.167
C -2.311 1.518 0.464
N -2.509 2.515 1.011
H 2.825 0.002 -0.326
H 2.094 -0.515 1.212
H 2.911 -1.720 0.207
H 0.141 0.783 1.195
H -0.228 -0.976 1.023
H 0.082 1.095 -1.239
H 1.454 -1.099 -0.421
H -2.395 -0.611 0.100
H -2.095 0.400 -1.265

Atoms 1-2, force components in eV/Å:
C 0.495 -0.250 0.020
C -1.683 0.224 -0.544

Löwdin atomic charge list, values in e, 6 entries: number 1, C, carries -0.04; number 2, C, carries -0.05; number 3, C, carries -0.48; number 4, O, carries 0.00; number 5, C, carries -0.11; number 6, C, carries -0.25

Record 4
Molecular formula: H3INO2P
Method: DFT, ωB97M-V/def2-TZVPD

Its HOMO energy is -9.29 eV. The calculation puts the LUMO energy at -0.29 eV. Its orbital gap is 0.331 hartree.

Element x y z (Å)
N -0.256 -1.450 -0.705
O -1.403 0.238 0.738
O 0.596 1.054 -0.652
P -0.926 0.062 -0.804
I -0.669 -2.540 -2.365
H 0.503 -1.860 -0.211
H -0.836 -0.085 1.410
H 0.387 1.881 -0.181

Atoms 1-2, force components in eV/Å:
N -0.646 -0.643 -1.409
O -1.558 0.953 -0.948

Löwdin atomic charge list, values in e, 6 entries: number 1, N, carries -0.77; number 2, O, carries -0.30; number 3, O, carries -0.36; number 4, P, carries 0.66; number 5, I, carries 0.72; number 6, H, carries -0.01